(1)
C5H7N | ωB97M-V with the def2-TZVPD basis set

Last column: Mulliken charge in e.
Geometry (Å):
N -0.009 2.107 0.437  -0.615
C -0.776 1.356 1.030  0.587
C -1.365 0.198 1.292  -0.794
C 0.713 -0.453 -0.012  -0.241
C 0.776 0.924 -0.568  -0.324
C 0.340 -1.417 -0.855  -0.646
H -2.139 -0.126 0.605  0.272
H -1.293 -0.311 2.241  0.299
H 1.367 -0.667 0.833  0.372
H 1.844 1.144 -0.745  0.290
H 0.232 1.019 -1.516  0.293
H -0.397 -1.213 -1.629  0.244
H 0.748 -2.420 -0.810  0.264

Results
SMILES string: C=C=NCC=C
Net charge: 0
Max |F| in hartree/bohr: 0.044
E_LUMO in eV: 1.0
Energy above the lowest of the compared OMol25 structures with the same formula, charge and spin in eV: 3.7988


(2)
C5H7N | ωB97M-V with the def2-TZVPD basis set

Last column: Mulliken charge in e.
Geometry (Å):
C -0.195 1.766 -0.686  -0.812
N 0.125 0.744 0.294  -0.332
C 1.287 -0.071 0.027  -0.381
C -0.088 -0.626 -0.146  -0.061
C -0.692 -1.559 0.783  -0.979
C -1.216 -2.353 1.520  0.406
H -1.264 1.993 -0.625  0.285
H 0.043 1.466 -1.721  0.328
H 0.365 2.677 -0.451  0.279
H 1.850 0.116 -0.889  0.264
H 1.880 -0.351 0.893  0.251
H -0.406 -0.757 -1.182  0.336
H -1.690 -3.045 2.182  0.417

Results
SMILES string: C#C[C@@H]1CN1C
Net charge: 0
Max |F| in hartree/bohr: 0.009
E_LUMO in eV: 1.1
Energy above the lowest of the compared OMol25 structures with the same formula, charge and spin in eV: 3.1885


(3)
C5H7N | ωB97M-V with the def2-TZVPD basis set

Last column: Mulliken charge in e.
Geometry (Å):
C -1.615 -0.466 0.947  -1.124
C -0.344 -0.185 0.212  0.757
C -0.250 0.617 -0.903  -0.671
N 1.044 0.663 -1.259  -0.117
C 1.850 -0.017 -0.361  -0.482
C 0.973 -0.616 0.547  -0.455
H -1.434 -0.594 2.018  0.317
H -2.314 0.369 0.823  0.304
H -2.100 -1.371 0.570  0.240
H -0.961 1.255 -1.402  0.367
H 1.442 0.828 -2.166  0.256
H 2.536 0.848 -0.375  0.234
H 1.172 -1.331 1.347  0.372

Results
SMILES string: Cc1cc[nH]c1
Net charge: 0
Max |F| in hartree/bohr: 0.059
E_LUMO in eV: 1.1
Energy above the lowest of the compared OMol25 structures with the same formula, charge and spin in eV: 1.8155


(4)
C5H7N | ωB97M-V with the def2-TZVPD basis set

Last column: Mulliken charge in e.
Geometry (Å):
C -0.298 0.664 -1.807  -1.104
C -0.085 0.139 -0.421  0.835
C 1.124 -0.181 0.150  -0.804
N 0.894 -0.612 1.423  -0.028
C -0.459 -0.601 1.640  -0.381
C -1.098 -0.107 0.553  -0.600
H -0.795 1.641 -1.796  0.272
H 0.657 0.784 -2.329  0.305
H -0.921 -0.011 -2.404  0.261
H 2.126 -0.120 -0.247  0.371
H 1.587 -0.982 2.060  0.189
H -0.574 -0.661 2.725  0.310
H -2.159 0.049 0.452  0.373

Results
SMILES string: Cc1cc[nH]c1
Net charge: 0
Max |F| in hartree/bohr: 0.057
E_LUMO in eV: 1.1
Energy above the lowest of the compared OMol25 structures with the same formula, charge and spin in eV: 0.3716


(5)
C5H7N2 | ωB97M-V with the def2-TZVPD basis set

Last column: Mulliken charge in e.
Geometry (Å):
C 0.710 -2.767 0.437  -0.540
C 0.674 -1.467 0.689  0.539
C 0.255 0.405 0.489  0.718
C -0.169 1.806 0.461  -0.949
C -0.650 -0.883 -1.514  -0.645
N -0.095 -0.629 -0.237  -0.037
N 1.047 -0.314 1.376  -0.227
H -0.676 2.276 1.421  0.337
H -0.832 2.007 -0.497  0.265
H 0.847 2.422 0.426  0.331
H -1.441 -1.611 -1.324  0.330
H -1.044 0.089 -1.814  0.285
H 0.085 -1.238 -2.226  0.312
H 1.289 -0.097 2.313  0.280

Results
Net charge: +1
Max |F| in hartree/bohr: 0.057
E_LUMO in eV: -6.3
Energy above the lowest of the compared OMol25 structures with the same formula, charge and spin in eV: 7.2267


(6)
C5H7N2 | ωB97M-V with the def2-TZVPD basis set

Last column: Mulliken charge in e.
Geometry (Å):
C -0.949 -0.304 -0.604  0.443
C -1.197 -1.497 1.737  -0.280
C -0.085 -0.803 1.819  0.467
C 1.197 -0.466 2.245  -0.937
C -0.743 1.148 -2.615  -0.738
N -1.077 -0.510 0.649  -0.307
N -0.624 0.286 -1.581  -0.023
H -1.898 -2.211 1.916  0.428
H 1.352 0.068 3.189  0.333
H 1.727 0.058 1.501  0.328
H 1.712 -1.362 2.722  0.298
H -1.321 1.982 -2.421  0.371
H 0.161 1.699 -2.874  0.307
H -0.905 0.563 -3.529  0.310

Results
SMILES string: C[N+]#CN1C=C1C
Net charge: +1
Max |F| in hartree/bohr: 0.099
E_LUMO in eV: -4.2
Energy above the lowest of the compared OMol25 structures with the same formula, charge and spin in eV: 6.5183


Across the entries above, calculated total energy takes the values -249.3336; -249.3561; -249.4065; -249.4596; -303.7534; -303.7794 Eh, respectively.